12 unconnected molecules or ions with the total composition C43H64Br3F12N15O8P2S3 at a distorted geometry. Source: OMol25; level of theory: the ωB97M-V functional and the def2-TZVPD basis.

Its net charge is 0. As for the highest occupied orbital energy: -0.294 hartree. Its spin multiplicity is 1. The HOMO-LUMO gap is 7.401 eV. As for the lowest unoccupied orbital energy: -0.60 eV.

Each line ends with the Löwdin charge.
Geometry (Å):
H: -0.81019 -0.11461 -4.80096  0.011
N: -0.87152 0.65947 -4.12062  0.079
C: -0.20557 0.27837 -3.04347  -0.238
C: -0.15115 1.30851 -1.84947  -0.116
C: 0.54230 0.80331 -0.47362  -0.351
C: 0.44898 -0.75556 -0.32488  -0.153
C: -0.91180 -1.51676 -0.16883  -0.273
C: -2.23857 -0.99841 -0.83918  -0.547
Br: -3.66732 -2.28654 -0.23293  0.621
O: 1.85548 1.35948 -0.42410  -0.141
C: 3.00251 0.97802 -1.02781  -0.558
C: 4.03365 0.20637 -0.05592  -0.088
C: 4.16902 0.61137 1.44909  -0.584
N: 5.64884 0.54959 1.77291  0.052
N: 3.57703 -0.44618 2.35661  0.083
N: 3.72694 1.90086 1.95184  0.093
P: 3.06895 -0.10526 -2.59076  0.977
O: 2.76277 0.68723 -4.04951  -0.266
O: 4.39907 -1.17246 -2.61742  -0.290
S: 3.81664 2.63328 -1.56594  0.854
O: 3.79492 3.66073 -0.43793  -0.357
O: 2.99581 3.31728 -2.65039  -0.323
C: 5.59832 2.47489 -2.04816  -0.346
F: 6.35678 2.44108 -0.84292  0.049
F: 5.93684 1.38491 -2.86617  0.048
C: 6.12912 3.79201 -2.83890  -0.246
F: 5.85261 3.53528 -4.21064  0.087
F: 5.43780 4.95433 -2.50334  0.108
C: 7.68271 4.07456 -2.62690  -0.348
F: 8.06855 4.98636 -3.63982  0.101
F: 8.49118 2.95212 -2.74111  0.130
F: 7.88806 4.77033 -1.41875  0.116
C: -0.16130 1.67228 0.73957  -0.340
O: -1.39103 1.23470 1.25083  -0.119
C: -1.65858 1.20412 2.64148  -0.436
C: -1.31079 -0.24852 3.24826  -0.210
C: 0.18191 -0.77064 3.13291  -0.142
C: -1.00611 2.27172 3.60505  -0.521
Br: 0.28985 1.83677 5.08342  0.795
C: -1.26392 3.67455 3.61408  -0.654
C: -0.54825 4.70328 4.62654  -0.181
Br: -2.56056 4.50977 2.42572  0.823
S: -3.55191 1.27644 2.92546  0.879
O: -4.13209 -0.07010 3.35153  -0.339
O: -3.90219 2.13748 4.13162  -0.344
C: -4.55318 1.74890 1.44086  -0.367
F: -3.92950 2.45901 0.42615  0.026
F: -5.00577 0.53282 0.84535  0.012
C: -5.93269 2.53969 1.77946  -0.376
F: -6.87530 1.67761 2.33024  0.115
F: -5.74378 3.71634 2.48266  0.104
F: -6.44314 2.92238 0.51193  0.095
P: -0.02198 3.52667 0.24259  0.445
S: -1.46485 4.25037 -0.83433  0.138
H: 0.28520 -0.74198 -3.10566  0.099
H: 0.33901 2.26202 -2.26352  0.116
H: -1.24933 1.49295 -1.56187  0.095
H: 1.11521 -1.03734 0.58605  0.060
H: 0.99693 -1.27638 -1.19246  0.081
H: -1.12591 -1.69959 0.93091  0.063
H: -0.75899 -2.58046 -0.58822  0.124
H: -2.54256 0.07353 -0.65665  0.050
H: -2.24275 -1.13889 -1.97943  0.065
H: 5.07515 0.22383 -0.54659  0.108
H: 3.72259 -0.90308 -0.11874  0.115
H: 6.02134 -0.36964 1.50639  0.069
H: 5.71330 0.60088 2.80678  0.010
H: 2.90130 -1.03169 1.85837  -0.005
H: 3.19595 -0.02040 3.20571  0.047
H: 4.37491 2.67802 1.82969  0.076
H: 2.74831 2.13968 1.82261  0.059
H: 3.08435 0.10643 -4.77336  0.077
H: 4.98432 -1.03372 -3.39459  0.050
H: 0.62986 1.59907 1.58037  0.121
H: -1.94535 -1.09226 2.82549  0.114
H: -1.59607 -0.18422 4.36030  0.113
H: 0.98197 -0.00104 2.91655  0.027
H: 0.44868 -1.16905 4.18300  0.093
H: 0.31924 -1.69732 2.47020  0.053
H: -0.70849 4.42932 5.71297  0.068
H: 0.56593 4.64968 4.34696  0.053
H: -0.85651 5.78101 4.39735  0.075
H: 0.09762 4.38286 1.40672  -0.051
H: 1.19483 3.79760 -0.49647  -0.004
C: 3.60846 -4.75675 0.28810  -0.038
C: 2.67314 -3.68016 0.73471  -0.160
N: 1.94139 -2.83374 1.08474  0.153
H: 4.16440 -5.14201 1.14364  0.085
H: 3.04424 -5.57151 -0.16775  0.084
H: 4.31199 -4.35569 -0.44344  0.072
C: 8.08060 -1.26443 -3.00836  -0.065
C: 7.47762 -1.93780 -1.81669  -0.246
N: 7.00519 -2.46477 -0.88255  0.131
H: 7.47461 -1.46369 -3.89394  0.075
H: 8.12523 -0.18677 -2.84196  0.066
H: 9.09012 -1.64124 -3.17597  0.044
C: -6.99344 -1.25910 3.28159  -0.052
C: -7.63477 -2.58200 2.99602  -0.212
N: -8.13867 -3.61857 2.77328  0.131
H: -7.61477 -0.45665 2.88538  0.065
H: -6.88262 -1.12563 4.35845  0.089
H: -6.00930 -1.21131 2.81349  0.051
C: -6.30746 -5.97528 1.51980  -0.118
C: -5.15565 -6.14938 0.56908  -0.273
N: -4.24799 -6.30151 -0.16876  0.098
H: -7.14658 -5.50890 1.00575  0.030
H: -6.61988 -6.94455 1.90643  0.015
H: -6.00687 -5.34248 2.35573  0.063
C: -9.05659 -6.64888 4.42243  -0.064
C: -8.38482 -7.68632 3.58140  -0.240
N: -7.85944 -8.52082 2.91634  0.117
H: -10.13392 -6.81950 4.43046  0.078
H: -8.67952 -6.69989 5.44476  0.078
H: -8.85499 -5.65573 4.01604  0.033
C: -8.91188 -2.34672 -1.06990  -0.076
C: -7.65550 -3.04281 -0.65414  -0.216
N: -6.67168 -3.58876 -0.32712  0.131
H: -9.61614 -2.32534 -0.23613  0.073
H: -8.68637 -1.32342 -1.37273  0.082
H: -9.36734 -2.87268 -1.90699  0.036
C: 6.34194 2.94552 5.30664  -0.055
C: 5.71665 1.61349 5.04315  -0.228
N: 5.22655 0.56870 4.83619  0.138
H: 5.71237 3.73719 4.89806  0.079
H: 6.45302 3.09652 6.38113  0.078
H: 7.32489 2.99264 4.83613  0.080
C: 3.22876 6.95935 0.24722  -0.054
C: 2.61805 6.28491 1.43320  -0.240
N: 2.13949 5.75605 2.36325  0.128
H: 2.61431 6.78174 -0.63649  0.085
H: 3.29600 8.03343 0.42576  0.079
H: 4.22946 6.56266 0.07103  0.073
C: 10.42177 -1.18460 -6.29231  -0.062
C: 10.55944 -2.29056 -5.29442  -0.261
N: 10.66719 -3.15687 -4.51267  0.127
H: 10.75055 -1.52829 -7.27373  0.080
H: 9.37919 -0.86989 -6.35564  0.073
H: 11.03336 -0.33381 -5.98911  0.081
C: -1.74748 -1.01632 -8.20824  -0.065
C: -0.94417 -1.81606 -7.23269  -0.262
N: -0.31474 -2.44030 -6.46573  0.110
H: -2.53735 -1.63642 -8.63382  0.079
H: -2.19837 -0.16090 -7.70328  0.080
H: -1.10350 -0.65738 -9.01201  0.077
C: -12.79889 -1.75734 -1.91189  -0.060
C: -11.64652 -1.93439 -2.84870  -0.249
N: -10.74356 -2.07333 -3.58293  0.130
H: -13.63184 -1.28557 -2.43447  0.079
H: -13.11996 -2.72808 -1.53200  0.080
H: -12.50104 -1.12674 -1.07309  0.078

---

A molecular structure, C43H64CeGeNO6SSe at a distorted geometry. Source: OMol25; level of theory: the ωB97M-V functional and the def2-TZVPD basis.

Its net charge is -2. As for the highest occupied orbital energy (alpha / beta): -0.062 / -0.085 hartree. Its spin multiplicity is 2. The calculation puts the relative energy (zero: lowest compared OMol25 entry of this formula, charge and spin) at 0.0 kcal/mol. The expectation value of S² is 0.751. The HOMO-LUMO gap (alpha / beta) is 4.856 / 5.508 eV. As for the lowest unoccupied orbital energy (alpha / beta): 3.18 / 3.18 eV.

Each line ends with the Löwdin charge.
Geometry (Å):
Ce: 1.21691 0.18045 1.29812  1.088
C: -2.73450 -5.86824 -2.08773  -0.068
C: -2.81871 -4.45140 -2.74466  -0.518
C: -4.36805 -4.10976 -2.78667  -0.070
C: -2.45825 -4.46555 -4.26036  -0.062
C: -2.13083 -3.40957 -1.94530  -0.220
C: -1.51117 -3.58083 -0.70398  -0.085
C: -0.94312 -2.52558 0.02732  -0.387
Se: 0.41863 -3.08043 1.25771  1.172
C: -0.57462 -2.82960 2.80816  -0.452
C: -1.18882 -3.98603 3.29180  -0.100
C: -2.05634 -3.89093 4.40910  -0.176
C: -2.14540 -2.65337 5.11529  0.003
C: -1.54732 -1.46695 4.60769  -0.069
C: -0.55190 -1.62395 3.52843  -0.344
O: 0.37356 -0.73690 3.30736  -0.262
C: -1.88718 -0.08076 5.20164  -0.561
C: -1.20593 -0.00116 6.49403  -0.093
C: -1.35627 1.10040 4.31520  -0.027
C: -3.41250 0.02383 5.34159  -0.066
C: -2.87171 -5.20343 4.78679  -0.512
C: -2.06195 -6.08845 5.74979  -0.084
C: -4.20223 -4.95844 5.57455  -0.095
C: -3.33158 -5.94425 3.45496  -0.056
C: -1.26315 -1.19852 -0.33219  -0.358
O: -0.93313 -0.21788 0.44522  -0.254
C: -1.94402 -0.92534 -1.59758  -0.034
C: -2.40764 -2.09296 -2.34108  0.019
C: -2.22131 0.41445 -2.24628  -0.570
C: -0.94990 0.82584 -2.96119  -0.099
C: -3.27567 0.47814 -3.33980  -0.081
C: -2.35623 1.54626 -1.21530  -0.052
H: -3.34603 -6.61616 -2.59469  0.065
H: -1.73879 -6.28655 -2.06647  0.072
H: -3.08212 -5.81129 -1.04215  0.079
H: -4.90495 -4.98258 -3.26627  0.084
H: -4.76190 -3.98544 -1.75109  0.094
H: -4.53816 -3.18167 -3.34198  0.058
H: -2.74168 -5.31877 -4.85109  0.060
H: -2.86497 -3.57608 -4.76018  0.067
H: -1.39710 -4.32605 -4.52891  0.083
H: -1.38805 -4.56751 -0.24440  0.082
H: -0.98559 -5.00499 2.85601  0.103
H: -2.70584 -2.74319 6.04055  0.097
H: -0.11984 0.03756 6.26568  0.107
H: -1.46475 0.89104 7.10272  0.086
H: -1.37115 -0.89347 7.13144  0.084
H: -0.43737 0.91475 3.78201  0.048
H: -2.08190 1.39284 3.52543  0.097
H: -1.28176 1.98598 4.93589  0.073
H: -3.76665 -0.47028 6.25958  0.069
H: -3.71980 1.08573 5.42665  0.077
H: -3.86729 -0.46504 4.43651  0.102
H: -2.02302 -5.67536 6.78876  0.085
H: -2.55044 -7.05159 5.82686  0.056
H: -1.01495 -6.36724 5.44344  0.092
H: -4.01959 -4.59690 6.61273  0.071
H: -4.89140 -4.24744 5.03206  0.098
H: -4.69410 -5.93444 5.70419  0.065
H: -2.49961 -6.38867 2.90686  0.062
H: -3.99427 -6.72586 3.76865  0.053
H: -3.80173 -5.21411 2.79042  0.089
H: -3.02084 -1.90397 -3.21157  0.074
H: -0.69276 0.09246 -3.72648  0.077
H: -1.13254 1.76081 -3.53596  0.088
H: -0.06404 0.88960 -2.29955  0.044
H: -2.95318 0.09015 -4.32468  0.084
H: -4.22901 -0.02122 -2.97140  0.105
H: -3.42969 1.52099 -3.48592  0.054
H: -1.54267 1.40917 -0.45883  0.078
H: -2.43196 2.54695 -1.75610  0.099
H: -3.24378 1.35233 -0.62558  0.076
O: 0.81540 2.30827 1.39394  -0.349
O: 3.67174 -0.26189 -3.05565  -0.638
S: 2.35827 -0.12367 -2.37194  0.697
N: 2.34644 -0.35823 -0.81670  -0.462
C: 5.55815 0.65492 -6.47904  -0.131
C: 4.84466 2.01933 -6.54932  -0.276
C: 3.40415 2.04750 -5.89481  -0.298
C: 2.99170 3.47269 -5.50978  -0.414
Ge: 4.09588 4.55295 -4.07618  1.016
C: 3.25234 6.37966 -4.60773  -0.442
C: 1.97271 6.69427 -3.85789  -0.365
C: 1.82907 8.11909 -3.44602  -0.286
C: 0.36671 8.24714 -2.90048  -0.108
H: 6.27405 0.51258 -7.27042  0.038
H: 4.80763 -0.18314 -6.58290  0.084
H: 6.07659 0.49486 -5.49159  0.088
H: 4.76403 2.40008 -7.61829  0.109
H: 5.51591 2.73081 -6.04400  0.063
H: 3.29810 1.41459 -5.03988  0.055
H: 2.67096 1.58536 -6.55874  0.098
H: 1.98643 3.47141 -5.00409  0.065
H: 2.94956 4.14897 -6.33920  0.016
H: 0.35006 2.96115 1.71462  -0.124
H: 3.12480 6.10806 -5.62885  0.004
H: 4.02040 7.10430 -4.46550  0.018
H: 1.74708 6.03090 -3.00890  0.102
H: 1.10448 6.46245 -4.58304  0.133
H: 2.03892 8.73628 -4.29709  0.085
H: 2.61696 8.44129 -2.67025  0.132
H: -0.09851 9.16675 -3.29226  0.065
H: 0.47338 8.32174 -1.84324  0.050
H: -0.26213 7.37792 -3.11663  0.068
O: 3.69375 0.93967 0.84522  -0.100
C: 3.83486 0.94392 2.12955  -0.526
O: 3.05020 0.19639 2.88832  -0.164
C: 4.79390 1.89944 2.80954  -0.087
C: 5.88086 2.55605 2.16117  -0.028
C: 6.64530 3.44255 2.89832  -0.115
C: 6.26402 3.93476 4.17245  -0.117
C: 5.15903 3.36764 4.77094  -0.105
C: 4.40550 2.38638 4.08698  -0.005
H: 6.08683 2.32161 1.13791  0.107
H: 7.51864 3.79934 2.29663  0.101
H: 6.90066 4.69912 4.63066  0.089
H: 4.72457 3.76942 5.67759  0.089
H: 3.57158 1.91172 4.56078  0.105